--- A ---
# CH4N2O2

A single CH4N2O2 molecule (ωB97M-V/def2-TZVPD, the OMol25 dataset).

```
9
Properties=species:S:1:pos:R:3:nbo_charge:R:1
C -0.54 -0.23 -0.93 -0.47
N 0.30 0.07 1.23 0.08
N 0.56 0.28 0.02 0.30
O 1.06 0.50 2.13 -0.51
O 1.55 0.69 -0.50 -0.43
H -1.18 -0.87 -0.36 0.19
H -0.03 -0.77 -1.74 0.24
H -1.13 0.75 -1.33 0.23
H -0.58 -0.43 1.48 0.36
```

HOMO level: -0.3151 hartree
Molar mass: 76.05 g mol⁻¹

***

--- B ---
# CH4N2O2

2 unconnected molecules or ions with the total composition CH4N2O2 (ωB97M-V/def2-TZVPD, the OMol25 dataset).

```
9
Properties=species:S:1:pos:R:3:nbo_charge:R:1
C 2.16 -0.11 0.02 -0.52
N -2.08 -0.12 0.02 0.01
N -1.47 0.98 -0.16 0.16
O -1.68 -1.35 0.07 -0.25
O -0.24 1.04 -0.11 -0.28
H 2.04 0.95 0.27 0.18
H 1.99 -0.45 -1.06 0.16
H 2.32 -0.99 0.72 0.17
H -3.04 0.06 0.24 0.37
```

HOMO level (alpha / beta): -0.3882 / -0.2995 hartree
Molar mass: 76.05 g mol⁻¹

***

--- C ---
# CH4N2O2

A single CH4N2O2 molecule (ωB97M-V/def2-TZVPD, the OMol25 dataset).

```
9
Properties=species:S:1:pos:R:3:nbo_charge:R:1
C 1.01 0.40 0.07 -0.48
N -1.27 -0.09 -0.17 0.11
N -0.08 -0.53 0.12 0.24
O -2.34 -0.70 -0.15 -0.45
O 0.15 -1.72 0.37 -0.46
H 1.80 -0.28 0.33 0.27
H 0.88 1.19 0.83 0.23
H 1.07 0.78 -1.01 0.23
H -1.22 0.96 -0.39 0.33
```

HOMO level (alpha / beta): -0.3116 / -0.3135 hartree
Molar mass: 76.05 g mol⁻¹

***

--- D ---
# CH4N2O2

A single CH4N2O2 molecule (ωB97M-V/def2-TZVPD, the OMol25 dataset).

```
9
Properties=species:S:1:pos:R:3:nbo_charge:R:1
O 1.47 0.31 1.48 -0.53
N 1.57 -0.42 0.27 -0.14
C 0.57 -0.34 -0.67 0.08
N -0.93 -0.16 -0.66 -0.34
O -1.29 0.77 0.37 -0.57
H 0.46 0.34 1.38 0.46
H 1.00 -0.84 -1.49 0.20
H -0.98 0.19 -1.72 0.37
H -1.87 0.16 1.03 0.49
```

HOMO level: -0.3401 hartree
Structure (SMILES): O/N=C\NO
Molar mass: 76.05 g mol⁻¹

***

Most stable = C

***

--- A ---
# CH4N2O2

2 unconnected molecules or ions with the total composition CH4N2O2 (ωB97M-V/def2-TZVPD, the OMol25 dataset).

```
9
Properties=species:S:1:pos:R:3:nbo_charge:R:1
C 0.92 -0.97 0.55 -0.37
N -0.59 0.97 -0.87 0.05
N -0.66 0.26 0.20 0.25
O -1.46 1.79 -1.19 -0.51
O -1.55 0.29 1.05 -0.42
H 1.72 -0.41 -0.01 0.21
H 0.54 -1.91 0.35 0.21
H 1.04 -0.86 1.56 0.20
H 0.05 0.84 -1.66 0.38
```

HOMO level (alpha / beta): -0.3081 / -0.3081 hartree
Molar mass: 76.05 g mol⁻¹

***

--- B ---
# CH4N2O2

A single CH4N2O2 molecule (ωB97M-V/def2-TZVPD, the OMol25 dataset).

```
9
Properties=species:S:1:pos:R:3:nbo_charge:R:1
O 2.91 -0.06 -0.14 -0.38
N 1.86 0.36 0.23 0.23
N 0.83 -0.38 -0.23 -0.50
C -0.75 0.11 0.40 0.11
O -1.84 0.73 -0.27 -0.70
H 0.79 -1.12 -0.96 0.38
H -0.97 -0.81 0.83 0.17
H -0.38 1.02 0.94 0.21
H -2.45 0.15 -0.81 0.48
```

HOMO level: -0.3430 hartree
Structure (SMILES): O=NNCO
Molar mass: 76.05 g mol⁻¹

***

--- C ---
# CH4N2O2

A single CH4N2O2 molecule (ωB97M-V/def2-TZVPD, the OMol25 dataset).

```
9
Properties=species:S:1:pos:R:3:nbo_charge:R:1
N 1.44 -0.73 -0.38 -0.57
O 0.61 -0.34 0.73 -0.27
N -0.23 0.72 0.52 -0.36
C -1.47 0.44 -0.03 0.51
O -1.70 -0.58 -0.62 -0.57
H 2.28 -1.06 0.06 0.36
H 0.85 -1.37 -1.01 0.38
H 0.38 1.59 0.61 0.40
H -2.16 1.33 0.12 0.12
```

HOMO level: -0.3554 hartree
Structure (SMILES): NONC=O
Molar mass: 76.05 g mol⁻¹

***

Most stable = C

***

--- A ---
# C5H15NO

A molecular structure, C5H15NO (ωB97M-V/def2-TZVPD, the OMol25 dataset).

```
22
Properties=species:S:1:pos:R:3:lowdin_spin:R:1
C 0.35 1.15 1.75 0.03
C -0.34 1.00 3.07 0.00
C -0.08 2.65 1.48 0.00
N -0.79 -0.69 -2.02 0.06
C -0.16 -0.21 -0.78 0.00
C 0.42 -1.31 0.00 0.00
H 0.53 3.43 2.09 0.00
H 1.43 1.04 1.97 0.00
H -1.29 0.31 3.08 0.00
H -0.78 1.91 3.60 0.00
H 0.08 0.71 4.05 0.00
H 0.05 3.14 0.23 0.00
H -1.26 2.78 1.71 0.00
H -1.04 0.08 -2.60 0.00
H 0.51 0.58 -1.04 0.00
H -0.88 0.22 -0.12 0.00
H 0.68 -0.67 0.92 0.00
H -0.34 -2.06 0.28 0.00
H 1.28 -1.83 -0.51 0.00
H 1.46 -2.37 -3.52 0.01
H -0.12 -1.38 -2.51 0.01
O 0.52 -2.60 -3.32 0.88
```

Spin multiplicity: 2
HOMO level (alpha / beta): -0.4649 / -0.4677 hartree
Molar mass: 105.18 g mol⁻¹
Total charge: +1

***

--- B ---
# C5H15NO

2 unconnected molecules or ions with the total composition C5H15NO (ωB97M-V/def2-TZVPD, the OMol25 dataset).

```
22
Properties=species:S:1:pos:R:3:lowdin_spin:R:1
C -0.86 -0.68 -1.79 0.06
C -0.12 -2.04 -1.64 0.01
C -0.16 0.51 -1.13 0.06
N -0.36 0.71 0.30 0.60
C 0.11 -0.16 1.32 0.09
C -0.92 -1.23 1.83 0.08
H -0.89 -0.43 -2.85 0.01
H -1.91 -0.63 -1.50 0.00
H -0.82 -2.79 -1.29 0.00
H 0.62 -2.06 -0.84 0.00
H 0.43 -2.21 -2.56 0.00
H -0.29 1.50 -1.56 0.01
H 0.93 0.37 -1.24 0.01
H -1.29 1.06 0.55 0.01
H 1.07 -0.60 1.08 0.00
H 0.31 0.45 2.22 0.04
H -1.81 -0.76 2.24 0.00
H -1.28 -1.73 0.94 0.00
H -0.37 -1.77 2.59 0.01
H 1.19 2.21 0.88 0.00
H 2.41 2.75 0.13 0.00
O 2.01 2.65 1.00 0.01
```

Spin multiplicity: 2
HOMO level (alpha / beta): -0.5573 / -0.5569 hartree
Molar mass: 105.18 g mol⁻¹
Total charge: +1

***

Most stable = B

***

--- A ---
# C4H4OS2

A single C4H4OS2 molecule (ωB97M-V/def2-TZVPD, the OMol25 dataset).

```
11
Properties=species:S:1:pos:R:3:nbo_charge:R:1
C 1.17 -1.06 1.32 -0.32
C 0.44 -0.44 0.41 -0.31
S 0.86 -0.25 -1.31 0.30
C -0.39 1.00 -1.64 -0.71
S -1.80 0.75 -0.59 0.28
C -0.95 -0.07 0.72 0.37
O -1.54 -0.32 1.75 -0.53
H 0.70 -1.29 2.28 0.23
H 2.24 -1.25 1.18 0.21
H -0.75 0.94 -2.66 0.25
H 0.02 2.00 -1.47 0.23
```

HOMO level: -0.3328 hartree
Structure (SMILES): C=C1SCSC1=O
Molar mass: 132.21 g mol⁻¹

***

--- B ---
# C4H4OS2

A molecular structure, C4H4OS2 (ωB97M-V/def2-TZVPD, the OMol25 dataset).

```
11
Properties=species:S:1:pos:R:3:nbo_charge:R:1
C -0.95 -1.13 -0.76 0.01
C -0.35 0.78 0.93 -0.57
C 1.01 0.84 0.24 -0.33
C 1.20 -0.20 -0.63 0.12
H -0.63 1.91 1.77 0.28
H -0.59 -0.50 1.65 0.25
H 1.76 1.63 0.67 0.27
H 1.96 -0.28 -1.42 0.22
O 0.28 -1.23 -0.86 -0.47
S -2.09 -2.26 -0.99 -0.03
S -1.61 0.45 -0.59 0.25
```

HOMO level: -0.3034 hartree
Molar mass: 132.21 g mol⁻¹

***

--- C ---
# C4H4OS2

A single C4H4OS2 molecule (ωB97M-V/def2-TZVPD, the OMol25 dataset).

```
11
Properties=species:S:1:pos:R:3:nbo_charge:R:1
C -0.12 0.70 0.11 -0.65
C -0.17 -0.54 1.02 -0.22
C 0.47 -2.01 0.51 -0.54
S 0.38 -3.16 1.75 0.43
C -0.30 -2.27 3.05 0.13
O -0.54 -2.73 4.12 -0.56
S -0.66 -0.60 2.59 0.43
H -0.44 1.66 0.64 0.24
H -0.66 0.47 -0.77 0.23
H 0.88 0.64 -0.23 0.24
H 0.76 -2.10 -0.61 0.27
```

HOMO level (alpha / beta): -0.2832 / -0.2831 hartree
Structure (SMILES): Cc1csc(=O)s1
Molar mass: 132.21 g mol⁻¹

***

Most stable = A

***

--- A ---
# C4H14O3

4 unconnected molecules or ions with the total composition C4H14O3 (ωB97M-V/def2-TZVPD, the OMol25 dataset).

```
21
Properties=species:S:1:pos:R:3:nbo_charge:R:1
C -2.97 1.20 -3.36 -0.64
C -1.63 1.41 -2.63 -0.17
C -0.67 2.37 -2.92 -0.21
C 0.57 2.51 -2.13 -0.66
H -2.89 1.71 -4.43 0.20
H -3.03 0.18 -3.58 0.21
H -3.69 1.73 -2.76 0.23
H -1.62 0.54 -1.96 0.19
H -0.84 3.14 -3.66 0.20
H 1.26 3.25 -2.45 0.22
H 0.53 2.68 -0.99 0.22
H 1.24 1.60 -2.35 0.22
O 2.35 -2.73 3.74 -0.95
H 2.66 -3.50 4.11 0.45
H 2.38 -2.97 2.83 0.47
O -0.17 -1.71 6.47 -0.93
H -0.09 -1.25 7.29 0.46
H 0.27 -1.05 5.86 0.47
O 2.13 -2.82 1.18 -0.94
H 1.33 -2.93 0.80 0.49
H 2.84 -3.37 0.93 0.49
```

HOMO level: -0.3298 hartree
Structure (SMILES): C/C=C/C.O.O.O
Molar mass: 110.15 g mol⁻¹

***

--- B ---
# C4H14O3

4 unconnected molecules or ions with the total composition C4H14O3 (ωB97M-V/def2-TZVPD, the OMol25 dataset).

```
21
Properties=species:S:1:pos:R:3:nbo_charge:R:1
C 2.37 -2.49 0.96 -0.66
C 2.24 -1.54 -0.41 -0.19
C 3.28 -0.76 -0.97 -0.17
C 3.23 0.63 -1.31 -0.65
H 1.99 -1.84 1.91 0.23
H 3.34 -2.25 0.93 0.20
H 2.21 -3.59 0.65 0.23
H 1.27 -1.17 -0.47 0.16
H 4.34 -1.14 -0.82 0.18
H 2.16 0.82 -1.63 0.21
H 3.84 0.80 -2.11 0.21
H 3.47 1.08 -0.32 0.24
O -5.41 -0.44 4.47 -0.94
H -5.35 0.00 3.62 0.47
H -4.93 -1.27 4.44 0.47
O 1.36 4.95 0.98 -0.94
H 0.79 4.37 1.56 0.47
H 0.92 5.03 0.16 0.47
O -4.71 -1.18 -4.15 -0.93
H -5.15 -0.84 -3.33 0.46
H -5.53 -1.65 -4.50 0.46
```

HOMO level: -0.3209 hartree
Structure (SMILES): C/C=C/C.O.O.O
Molar mass: 110.15 g mol⁻¹

***

Most stable = A

***

--- A ---
# C4H14O3

3 unconnected molecules or ions with the total composition C4H14O3 (ωB97M-V/def2-TZVPD, the OMol25 dataset).

```
21
Properties=species:S:1:pos:R:3:nbo_charge:R:1
C 1.23 -0.99 -2.27 -0.60
C 0.02 -0.25 -1.50 -0.42
C -0.06 1.31 -1.58 0.09
C -1.46 1.95 -1.26 -0.65
O 1.03 1.79 -0.79 -0.72
H 1.04 -0.66 -3.31 0.20
H 2.23 -0.86 -1.94 0.21
H 1.01 -2.12 -2.17 0.21
H 0.24 -0.53 -0.46 0.20
H -0.92 -0.73 -1.79 0.20
H 0.27 1.50 -2.67 0.16
H -2.16 1.45 -1.92 0.23
H -1.37 2.95 -1.63 0.22
H -1.75 1.89 -0.11 0.22
H 0.59 2.41 -0.20 0.46
O 0.80 1.59 1.97 -0.93
H 0.71 1.52 1.05 0.46
H 1.67 1.74 2.14 0.46
O -1.43 -4.91 4.35 -0.91
H -1.52 -4.27 3.57 0.46
H -1.62 -4.14 4.91 0.46
```

HOMO level: -0.3820 hartree
Structure (SMILES): CC[C@@H](C)O.O.O
Molar mass: 110.15 g mol⁻¹

***

--- B ---
# C4H14O3

3 unconnected molecules or ions with the total composition C4H14O3 (ωB97M-V/def2-TZVPD, the OMol25 dataset).

```
21
Properties=species:S:1:pos:R:3:nbo_charge:R:1
C -0.02 0.23 -2.48 -0.61
C 0.68 -0.55 -1.35 -0.40
C 0.71 0.27 0.02 0.09
C 1.69 -0.31 1.00 -0.65
O -0.59 0.08 0.43 -0.75
H -1.09 0.34 -2.33 0.21
H 0.20 -0.24 -3.38 0.22
H 0.27 1.33 -2.39 0.20
H 0.30 -1.54 -1.22 0.21
H 1.71 -0.81 -1.59 0.20
H 0.67 1.35 -0.38 0.17
H 1.94 0.21 1.99 0.24
H 1.59 -1.44 1.14 0.21
H 2.63 -0.22 0.54 0.21
H -0.80 0.72 1.22 0.46
O -3.44 1.60 0.45 -0.96
H -3.11 2.21 -0.17 0.47
H -3.09 0.67 0.26 0.49
O 0.04 -1.24 3.12 -0.93
H -0.49 -0.67 2.58 0.46
H 0.19 -2.00 2.56 0.46
```

HOMO level: -0.3926 hartree
Structure (SMILES): CC[C@H](C)O.O.O
Molar mass: 110.15 g mol⁻¹

***

Most stable = B